Formula: C30H82N4O11
Source: OMol25
Level of theory: ωB97M-V with the def2-TZVPD basis set

Element x y z (Å)
O  8.09  0.82  -0.07
O  -0.21  -5.88  3.16
O  -2.84  -8.35  -4.25
O  -9.06  -0.93  0.83
O  -2.21  0.03  1.25
O  -4.61  5.66  -5.26
O  2.52  -0.31  7.81
O  2.04  1.25  1.96
O  -4.74  3.53  2.85
O  4.66  -1.04  -3.34
O  -1.00  8.05  -7.76
N  -1.38  4.94  -5.84
N  3.02  -5.72  1.33
N  5.63  -1.26  0.14
N  1.25  -1.98  9.52
C  8.81  2.09  0.11
C  4.57  -1.41  -2.03
C  5.88  -1.08  -1.29
C  -1.95  -7.53  -3.47
C  2.50  2.55  1.78
C  6.83  -1.11  0.96
C  -2.41  4.48  -4.84
C  -1.55  -6.29  -4.21
C  -0.74  6.74  -7.42
C  0.69  -5.55  2.11
C  0.94  -2.23  8.09
C  -2.28  0.20  -0.21
C  -2.09  -1.12  -0.91
C  -5.74  4.94  1.19
C  -8.03  -1.10  -1.28
C  -0.08  9.04  -7.22
C  1.37  3.43  2.23
C  1.33  -0.92  7.27
C  -8.00  -1.53  0.16
C  -5.93  5.86  -5.70
C  5.45  -1.82  -4.24
C  -3.90  4.39  -5.40
C  2.14  -5.93  2.43
C  -1.54  -5.49  2.85
C  -5.94  3.80  2.17
C  -0.51  -2.72  8.03
C  -1.57  6.38  -6.17
C  3.35  0.32  6.87
C  2.59  -5.32  3.73
C  7.50  0.29  1.12
H  2.89  1.22  6.47
H  2.21  -7.00  2.63
H  6.84  1.07  1.50
H  -7.99  -0.01  -1.37
H  -1.31  -0.03  1.57
H  -1.70  -4.42  2.98
H  2.77  2.87  0.77
H  -6.21  2.83  1.75
H  -6.65  5.41  -5.02
H  -6.13  5.49  -6.71
H  0.49  -0.24  7.31
H  -5.30  5.85  1.61
H  1.55  -3.07  7.75
H  -8.87  -1.48  -1.86
H  -1.13  6.09  -8.20
H  7.53  -1.85  0.57
H  0.58  3.57  1.50
H  -1.03  -8.11  -3.39
H  -2.24  3.43  -4.58
H  2.03  -5.78  4.54
H  9.73  2.08  -0.47
H  -6.66  3.98  2.98
H  -1.36  -6.38  -5.28
H  9.19  2.15  1.13
H  3.72  -0.36  6.11
H  5.26  -2.89  -4.18
H  1.78  4.41  2.45
H  -0.46  4.63  -5.57
H  3.66  -5.39  3.91
H  0.47  -6.09  1.18
H  1.37  -1.13  6.20
H  3.41  2.67  2.37
H  8.17  0.10  1.96
H  -6.61  5.26  0.61
H  -0.68  -3.64  8.60
H  -3.85  4.08  -6.44
H  -2.58  6.58  -6.53
H  -0.65  -5.97  -3.69
H  -2.18  -6.07  3.51
H  -2.51  -8.36  -5.15
H  5.41  -1.43  -5.25
H  -1.90  -5.78  1.86
H  2.24  -1.92  9.71
H  -7.02  -1.37  0.62
H  -1.66  1.03  -0.55
H  6.54  -1.89  -1.61
H  -6.15  6.93  -5.66
H  -2.32  -7.30  -2.48
H  -0.52  10.03  -7.07
H  -3.31  0.55  -0.33
H  5.42  -2.24  0.25
H  -7.20  -1.41  -1.92
H  2.48  -4.24  3.69
H  -2.44  -1.08  -1.94
H  3.76  -0.79  -1.65
H  0.85  -1.10  9.81
H  6.21  -0.07  -1.53
H  6.64  -1.59  1.93
H  -2.29  5.10  -3.95
H  0.88  9.13  -7.71
H  -2.70  -1.92  -0.47
H  4.27  0.63  7.37
H  -0.79  -2.88  6.99
H  -9.22  -1.44  1.62
H  -4.38  2.71  2.50
H  -1.21  -2.01  8.47
H  6.49  -1.65  -3.95
H  -8.08  -2.61  0.19
H  -1.05  -1.47  -0.87
H  2.63  0.60  1.57
H  3.88  -6.23  1.45
H  0.34  6.57  -7.34
H  0.23  8.84  -6.19
H  0.87  3.17  3.17
H  -2.33  -5.56  -4.05
H  0.69  -4.47  1.94
H  8.10  2.90  -0.05
H  -4.99  4.62  0.46
H  4.23  -2.45  -1.97
H  2.65  -6.23  0.54
H  -4.38  3.62  -4.79
H  -1.29  7.02  -5.34

## Properties
**Total charge**: 0
**SMILES**: COC[C@H](C)N.COC[C@H](C)N.COCCNCCOC.COCCNCCOC.CCO.CCO.CCO.CCO.CCO
**Energy above the lowest of the compared OMol25 structures with the same formula, charge and spin**: 53.8 kcal per mole
**Molar mass**: 675.003 g mol⁻¹

***

Formula: C30H82O9
Source: OMol25
Level of theory: ωB97M-V with the def2-TZVPD basis set

Element x y z (Å)
O  143.85  149.39  73.91
O  149.33  143.42  66.70
O  142.96  149.77  71.24
O  144.45  146.31  67.48
O  153.68  149.71  72.11
O  143.24  148.34  65.68
O  151.78  143.37  68.00
O  153.65  149.60  66.50
O  149.69  152.98  65.47
C  148.07  152.47  71.91
C  147.92  146.85  73.84
C  140.90  149.43  70.23
C  148.73  144.58  66.16
C  153.64  144.69  68.34
C  149.46  148.23  68.58
C  146.99  150.35  70.63
C  144.68  149.94  66.29
C  148.72  148.15  73.97
C  147.40  152.67  65.95
C  148.20  148.98  68.89
C  141.74  149.05  71.46
C  148.82  152.57  66.53
C  147.80  145.32  66.98
C  144.36  147.15  68.68
C  144.94  146.34  69.84
C  142.93  151.61  73.78
C  152.55  149.71  71.13
C  146.93  146.90  72.64
C  152.26  147.83  65.69
C  146.94  151.32  71.85
C  151.74  149.51  76.18
C  153.46  148.65  65.56
C  149.79  148.19  75.07
C  143.89  150.61  74.65
C  152.60  150.92  70.38
C  150.79  149.36  75.01
C  143.22  149.68  66.16
C  152.15  144.66  67.78
C  148.30  149.87  70.16
H  144.88  150.85  74.94
H  147.17  152.11  65.19
H  152.36  147.32  66.60
H  152.43  151.85  70.82
H  146.04  151.85  71.89
H  151.66  149.69  71.78
H  144.64  145.35  69.75
H  150.30  147.20  75.37
H  148.25  145.71  67.86
H  145.35  149.26  66.91
H  151.52  145.28  68.38
H  142.82  152.46  74.32
H  146.93  144.77  67.41
H  151.44  148.50  65.72
H  149.00  150.72  70.09
H  140.18  148.71  70.14
H  143.52  151.77  72.72
H  149.05  151.64  66.77
H  154.41  150.25  66.34
H  148.62  142.70  66.71
H  146.21  149.57  70.86
H  152.03  144.98  66.70
H  148.81  149.42  71.14
H  144.03  146.93  66.91
H  151.37  149.69  77.10
H  147.99  148.99  74.11
H  149.04  151.98  72.52
H  141.35  149.55  69.39
H  153.64  149.06  64.54
H  148.97  153.24  67.40
H  150.18  148.82  68.76
H  148.22  152.76  70.85
H  151.06  143.16  67.40
H  152.29  147.34  64.88
H  143.49  149.73  72.02
H  144.91  146.83  70.75
H  143.33  147.41  68.84
H  147.97  149.51  68.06
H  144.83  147.99  68.82
H  146.89  152.72  66.92
H  149.79  147.34  69.04
H  152.70  148.87  70.45
H  149.56  148.10  67.42
H  147.44  147.33  71.85
H  152.36  150.15  75.90
H  154.39  148.10  65.93
H  142.03  147.85  71.54
H  144.55  151.08  66.88
H  142.57  150.26  65.67
H  154.01  145.76  67.92
H  141.32  149.27  72.43
H  142.00  151.28  73.33
H  142.70  149.60  67.19
H  143.38  150.12  75.51
H  148.14  144.41  65.21
H  146.60  151.19  69.80
H  154.25  144.05  67.86
H  149.64  145.22  65.92
H  144.26  148.84  74.37
H  146.04  146.12  69.69
H  146.92  153.67  65.46
H  149.18  148.23  72.94
H  149.23  148.31  75.95
H  150.56  152.84  65.79
H  147.00  150.65  72.76
H  153.69  148.77  72.57
H  150.14  150.26  74.75
H  152.11  151.01  69.43
H  153.69  144.69  69.54
H  148.67  146.18  73.71
H  146.80  145.92  72.42
H  140.22  150.42  70.30
H  152.22  148.69  76.14
H  151.43  149.02  74.26
H  147.38  148.16  69.11
H  145.25  150.13  65.41
H  147.87  153.21  72.54
H  153.55  151.15  69.99
H  147.46  146.88  74.78
H  147.30  145.95  66.49
H  146.03  147.73  72.80
H  142.37  148.12  65.22

## Properties
**Total charge**: 0
**SMILES**: CCCCCC.CCCCCC.CCO.CCO.CCO.CCO.CCO.CCO.CCO.CCO.CCO
**Energy above the lowest of the compared OMol25 structures with the same formula, charge and spin**: 78.1 kcal per mole
**Molar mass**: 586.977 g mol⁻¹

***

Formula: C30H83ClN5O18
Source: OMol25
Level of theory: ωB97M-V with the def2-TZVPD basis set

Element x y z (Å)
Cl  0.74  -0.31  2.84
O  3.70  2.37  -0.55
O  -0.92  -0.34  -1.90
O  -1.76  -4.38  -5.79
O  -0.60  0.04  3.29
O  1.73  1.78  6.28
O  1.54  -0.46  4.02
O  -3.58  -1.10  1.62
O  2.28  -1.66  6.48
O  1.15  0.77  1.97
O  0.66  -1.57  2.14
O  0.73  0.58  -6.43
O  -2.16  6.67  -0.73
O  0.18  -4.16  5.00
O  6.84  -1.51  -2.91
O  -3.05  -0.78  5.77
O  -0.55  -5.63  0.68
O  -2.19  3.25  1.39
O  -0.43  -1.56  6.07
N  -2.60  -4.79  -2.16
N  -1.16  1.27  -4.52
N  -1.17  1.43  5.37
N  6.39  0.00  0.36
N  -4.03  4.44  -0.27
C  -0.96  2.70  1.84
C  -1.95  -4.00  -4.43
C  -2.90  2.36  0.52
C  -1.62  0.89  -2.06
C  -3.06  6.10  -1.71
C  -3.21  4.60  -1.49
C  -0.83  6.27  -0.92
C  -4.20  3.06  0.13
C  1.16  2.54  5.23
C  -0.35  2.62  5.37
C  -1.06  1.77  -3.15
C  -3.40  0.42  5.12
C  -0.32  -0.31  -6.16
C  -0.53  -0.68  -0.59
C  4.17  1.18  0.04
C  -2.88  -4.79  -6.53
C  -2.60  1.68  5.41
C  6.95  -1.12  -4.26
C  -2.61  -5.10  -3.59
C  1.28  0.36  -7.73
C  -1.34  -4.70  -0.03
C  -3.78  -1.90  5.34
C  5.68  1.27  0.26
C  2.37  2.32  -0.99
C  6.67  -0.41  -2.03
C  3.08  1.43  6.04
C  6.24  -1.01  -0.68
C  -1.28  -4.81  -1.57
C  0.82  -5.26  0.70
C  -0.88  -0.17  -4.73
H  -0.44  3.53  2.31
H  -2.36  -4.96  0.27
H  -2.69  0.69  -2.15
H  -4.91  3.06  0.96
H  -1.71  2.65  -3.16
H  -1.18  -0.08  -6.81
H  1.58  2.02  -0.29
H  1.46  -0.71  -7.85
H  -1.04  -3.68  0.22
H  6.16  1.88  -0.51
H  3.25  0.89  5.11
H  0.54  0.77  -8.42
H  -2.70  -5.74  -7.04
H  5.98  -0.99  -4.76
H  -3.24  0.27  4.04
H  -2.67  -1.01  1.93
H  -0.50  5.32  -0.50
H  -4.68  2.46  -0.64
H  -1.74  -0.82  -4.60
H  -3.63  -2.13  4.28
H  -0.68  3.33  4.59
H  5.26  -1.49  -0.70
H  3.16  -1.30  6.60
H  2.29  1.62  -1.84
H  1.44  2.13  4.26
H  -4.86  -1.71  5.49
H  -1.46  1.43  -1.12
H  -0.54  6.35  -1.97
H  -3.50  -1.36  0.69
H  1.38  -6.04  1.21
H  5.89  0.27  -2.41
H  -0.54  3.10  6.33
H  -3.79  4.26  -2.35
H  -3.63  -5.29  -3.89
H  -0.06  2.16  -2.95
H  -1.29  -0.55  0.19
H  -0.10  -1.37  -6.35
H  5.91  1.81  1.18
H  -1.17  1.91  2.57
H  -0.61  -4.02  -1.91
H  -0.76  -5.75  -1.84
H  -2.87  2.42  4.64
H  7.56  -0.22  -4.35
H  -2.82  2.15  6.37
H  -3.30  -5.27  -1.63
H  7.32  0.07  0.74
H  1.23  -5.26  -0.32
H  3.61  0.81  0.90
H  -3.40  4.88  0.40
H  -0.86  -0.88  5.54
H  6.92  -1.85  -0.51
H  3.30  0.72  6.84
H  -2.08  -6.06  -3.71
H  -3.53  -2.73  6.00
H  -2.68  -3.18  -4.50
H  -2.24  4.12  -1.37
H  7.42  -1.92  -4.82
H  -0.46  1.68  -5.12
H  0.37  -3.73  4.15
H  0.95  -4.25  1.10
H  -0.38  2.38  0.96
H  -2.25  2.22  -0.36
H  -3.99  6.67  -1.73
H  2.06  -1.57  5.54
H  1.60  3.54  5.37
H  2.10  3.34  -1.25
H  0.36  -0.11  -0.33
H  -0.22  6.98  -0.36
H  -0.95  0.84  4.57
H  4.04  0.39  -0.72
H  2.26  0.82  -7.78
H  -0.98  -3.69  -4.06
H  -2.97  1.40  1.05
H  3.70  2.34  6.10
H  -4.46  0.52  5.40
H  0.07  -5.09  4.79
H  -0.05  -0.43  -4.06
H  7.58  0.19  -1.93
H  -3.03  -4.14  -7.39
H  -3.84  -4.91  -6.02
H  -0.24  -1.73  -0.56
H  -2.57  6.33  -2.67
H  -0.47  -2.35  5.52

## Properties
**Total charge**: -1
**Electronic energy**: -89269.79456 eV
**Molar mass**: 837.464 g mol⁻¹